# 1
An isolated molecule of C4H12N2S2 in a non-equilibrium geometry, computed with ωB97M-V with the def2-TZVPD basis set.

Values from the calculation:
lowest unoccupied orbital energy	0.022	Eh
highest occupied orbital energy	-8.61	eV
SMILES string	NCCSSCCN
orbital gap	9.2048	eV

Cartesian coordinates (Å):
N  -2.08290  2.17462  -0.46669
C  -1.96046  1.21470  0.65876
C  -2.44035  -0.19037  0.33766
S  -1.27557  -1.36978  -0.38432
S  0.58312  -1.02747  0.36307
C  1.38809  0.24120  -0.62875
C  3.00552  0.42637  -0.57798
N  3.40964  0.52452  0.74907
H  -3.05477  1.57120  -0.77814
H  -1.42606  1.73634  -1.25362
H  -0.97929  1.10651  1.34490
H  -2.81354  1.44442  1.54416
H  -2.66044  -0.79497  1.30224
H  -3.39304  -0.25241  -0.18335
H  1.20006  -0.04356  -1.60790
H  0.94286  1.24591  -0.53216
H  3.20075  1.61146  -0.94920
H  3.51638  -0.34276  -1.30027
H  2.73366  1.23717  1.35923
H  4.56868  0.79144  0.67926

Atomic partial charges in e from the Löwdin method, atoms 1 to 5: N -0.04; C -0.44; C -0.63; S 0.46; S 0.47

=====

# 2
A cluster of 7 separate species, C26H57ClN5O13 in total in a non-equilibrium geometry, computed with ωB97M-V with the def2-TZVPD basis set.

Values from the calculation:
lowest unoccupied orbital energy (alpha / beta)	0.148 / 0.106	Eh
highest occupied orbital energy (alpha / beta)	-3.25 / -1.99	eV
charge	-2
spin multiplicity	2
orbital gap (alpha / beta)	7.2747 / 4.8669	eV

Cartesian coordinates (Å):
Cl  -2.93739  -10.87122  -21.65821
O  -3.94419  -10.41589  -22.62905
O  -3.36017  -12.05931  -20.97437
O  -1.66895  -11.11233  -22.19013
O  -2.74179  -9.88591  -20.72167
C  -6.13702  -10.49605  -25.55541
C  -6.06922  -11.69316  -26.39866
C  -7.37100  -12.29606  -26.95193
O  -7.28804  -13.19750  -27.79588
C  -8.67035  -11.64251  -26.69059
C  -8.65352  -10.64143  -25.79248
C  -7.33868  -10.03784  -25.18777
O  -7.37586  -9.05524  -24.34502
O  -9.87949  -10.30631  -25.47079
O  -4.95632  -12.14994  -26.74189
H  -5.26040  -10.03102  -25.12917
H  -9.59092  -11.99210  -27.13416
C  -6.38573  -11.19004  -19.45367
C  -7.26590  -10.05225  -19.80929
C  -7.08536  -8.86885  -18.83551
O  -7.50547  -9.35097  -17.63102
C  -7.32027  -8.43267  -16.58965
N  -7.02261  -9.67807  -21.22023
H  -6.51175  -12.03498  -20.13064
H  -6.47050  -11.46692  -18.40283
H  -5.33474  -10.91133  -19.53019
H  -8.34001  -10.21676  -19.72364
H  -7.56211  -7.95589  -19.19234
H  -6.03247  -8.59797  -18.75719
H  -8.12784  -7.72401  -16.77335
H  -6.36811  -7.91218  -16.69248
H  -7.34220  -8.92605  -15.61795
H  -6.03338  -9.48772  -21.14745
H  -7.03964  -10.60149  -21.62902
C  -0.28499  -13.69792  -16.92997
C  -1.18266  -13.01319  -17.91698
C  -1.32190  -11.44045  -17.62423
O  -1.67159  -11.08069  -16.24465
C  -3.06374  -11.21921  -15.94348
N  -0.75780  -13.29436  -19.31923
H  -0.76209  -13.84132  -15.96048
H  0.61630  -13.09618  -16.81295
H  -0.04407  -14.71422  -17.24171
H  -2.19779  -13.40549  -17.85589
H  -2.00751  -11.01606  -18.35767
H  -0.33313  -10.98806  -17.70029
H  -3.24112  -10.82550  -14.94266
H  -3.31147  -12.27828  -15.87194
H  -3.80963  -10.78780  -16.61103
H  0.11806  -12.87708  -19.60003
H  -1.29575  -12.79731  -20.01469
C  -1.86615  -6.54090  -21.31085
C  -3.26724  -6.18092  -21.86703
C  -3.35649  -6.62314  -23.34922
O  -4.56011  -6.11237  -23.89476
C  -4.95347  -6.67291  -25.17829
N  -4.00048  -6.96088  -20.97643
H  -1.13384  -6.04902  -21.95107
H  -1.56265  -7.58779  -21.31430
H  -1.62754  -6.03096  -20.37751
H  -3.51953  -5.12802  -21.74109
H  -3.31329  -7.70499  -23.47499
H  -2.44983  -6.19502  -23.77674
H  -4.10566  -6.63267  -25.86217
H  -5.70405  -5.96213  -25.52398
H  -5.39463  -7.66492  -25.08141
H  -3.54082  -7.86022  -20.97944
H  -3.65978  -6.65686  -20.07554
C  -4.63138  -15.91505  -23.65630
C  -3.74020  -14.74949  -23.19699
C  -2.26090  -15.00159  -22.86691
O  -2.17743  -16.16129  -22.08588
C  -0.93816  -16.29963  -21.27487
N  -3.78594  -13.52641  -24.09171
H  -5.04801  -16.58691  -22.90587
H  -4.04776  -16.68592  -24.15954
H  -5.50248  -15.60533  -24.23366
H  -4.33808  -14.49808  -22.32096
H  -1.87670  -14.10638  -22.37794
H  -1.74899  -15.24795  -23.79716
H  -0.32962  -17.10738  -21.68147
H  -1.20576  -16.60850  -20.26438
H  -0.31355  -15.41323  -21.38562
H  -4.75793  -13.25629  -24.04299
H  -3.25532  -12.89480  -23.50895
C  -1.14710  -8.97035  -25.89111
C  -1.51831  -10.40575  -26.14740
C  -0.42820  -11.45098  -25.74486
O  -0.92971  -12.81479  -25.69491
C  0.09604  -13.64998  -25.25121
N  -2.76281  -10.91088  -25.63322
H  -1.37080  -8.81653  -24.83546
H  -1.71521  -8.37854  -26.60883
H  -0.16925  -8.63773  -26.23936
H  -1.62771  -10.43920  -27.23137
H  -0.11105  -11.09698  -24.76395
H  0.44285  -11.30158  -26.38287
H  0.33091  -13.49468  -24.19820
H  1.07516  -13.70510  -25.72702
H  -0.30003  -14.65902  -25.36548
H  -2.71017  -10.60532  -24.67199
H  -3.48003  -10.21908  -25.79786

Atomic partial charges in e from the Löwdin method, atoms 1 to 5: Cl 0.56; O -0.35; O -0.35; O -0.34; O -0.36

=====

# 3
A cluster of 3 separate species, C15H34N3O8S3 in total in a non-equilibrium geometry, computed with ωB97M-V with the def2-TZVPD basis set.

Values from the calculation:
lowest unoccupied orbital energy	-0.118	Eh
highest occupied orbital energy	-12.43	eV
charge	+1
orbital gap	9.2149	eV

Cartesian coordinates (Å):
C  -3.64189  -0.19399  -1.34841
C  -2.35294  0.32085  -1.99670
C  -1.88544  1.63787  -1.38669
O  -0.47046  1.83121  -1.32111
N  0.12222  1.74595  -2.59913
C  0.92921  0.64328  -2.73606
N  2.04218  0.50741  -1.90987
N  0.68333  -0.29167  -3.60645
C  1.53541  -1.45323  -3.87179
C  0.93833  -2.71727  -3.25544
C  0.69007  -2.63391  -1.75273
S  2.18189  -2.56723  -0.76861
O  1.93601  -1.61364  0.28279
O  3.31281  -2.36446  -1.60814
O  2.30878  -3.99534  -0.10591
H  -3.59098  -0.12803  -0.26329
H  -3.75746  -1.24606  -1.59995
H  -4.49988  0.35051  -1.73071
H  -2.56181  0.48105  -3.06095
H  -1.58586  -0.45135  -1.95757
H  -2.20251  1.67270  -0.34622
H  -2.36495  2.49100  -1.87071
H  -0.51978  1.91905  -3.36618
H  2.50869  1.41834  -1.86296
H  1.70946  0.28608  -0.96793
H  -0.15990  -0.22535  -4.15941
H  1.55149  -1.58682  -4.95254
H  2.55595  -1.28091  -3.55753
H  1.53677  -3.58812  -3.50714
H  -0.03517  -2.88173  -3.72340
H  0.11488  -3.50210  -1.43786
H  0.11279  -1.76075  -1.46496
H  1.90614  -3.91683  0.77164
C  -6.48686  -1.54604  4.00520
C  -5.53061  -0.86422  4.99384
C  -4.34269  -0.32596  4.18484
S  -4.97771  0.01457  2.53849
O  -4.32994  -0.86963  1.59200
O  -4.99353  1.43399  2.29763
C  -6.63798  -0.57774  2.83578
H  -7.44941  -1.76969  4.46074
H  -6.05346  -2.48572  3.65651
H  -6.04417  -0.03810  5.48792
H  -5.19468  -1.55027  5.76892
H  -3.93819  0.59535  4.59545
H  -3.55071  -1.06540  4.08419
H  -7.02242  -1.03706  1.92829
H  -7.24553  0.28506  3.10614
C  6.02151  0.94506  0.80257
C  6.92347  2.15957  1.06186
C  6.25158  3.37878  0.41593
S  4.48776  3.04056  0.43181
O  4.02625  2.91060  -0.93650
O  3.82193  3.91948  1.35367
C  4.60519  1.39948  1.14141
H  6.31611  0.08568  1.40182
H  6.07816  0.65630  -0.24914
H  7.01951  2.31906  2.13700
H  7.92485  2.01117  0.66272
H  6.43022  4.29699  0.96857
H  6.55178  3.50663  -0.62213
H  3.82899  0.76385  0.71986
H  4.46314  1.50116  2.21650

Atomic partial charges in e from the Löwdin method, atoms 1 to 5: C -0.08; C -0.23; C -0.17; O -0.08; N 0.09

=====

# 4
A structure of composition C13H9Cl2NO3STi in a non-equilibrium geometry, computed with ωB97M-V with the def2-TZVPD basis set.

Values from the calculation:
lowest unoccupied orbital energy (alpha / beta)	-0.023 / -0.029	Eh
highest occupied orbital energy (alpha / beta)	-6.74 / -8.80	eV
spin multiplicity	3
orbital gap (alpha / beta)	6.1005 / 7.9983	eV

Cartesian coordinates (Å):
Ti  -0.59157  0.18656  1.34648
C  -0.16648  2.40441  -0.44955
C  -1.08848  1.98917  -1.40369
C  -2.40933  2.41189  -1.31080
C  -2.80148  3.23978  -0.27172
C  -1.88607  3.64012  0.69126
C  -0.56951  3.22319  0.60189
H  0.86811  2.08728  -0.51141
H  -0.77715  1.34612  -2.21686
H  -3.13487  2.08806  -2.04517
H  -3.83477  3.55111  -0.19636
H  -2.20831  4.25093  1.52333
H  0.14542  3.50940  1.36349
Cl  3.92900  -4.67107  -1.43497
C  2.64574  -3.59066  -0.99515
C  1.34338  -3.83789  -1.48549
C  0.30869  -3.02278  -1.17076
Cl  -1.27253  -3.32791  -1.77234
C  0.48637  -1.87081  -0.31909
O  -0.47665  -1.13393  -0.04023
C  1.81684  -1.65407  0.14606
C  2.14428  -0.53276  0.98213
O  1.40594  0.32424  1.32088
C  2.87623  -2.52290  -0.19824
H  1.16705  -4.69510  -2.12222
H  3.19211  -0.46381  1.31841
H  3.87375  -2.32610  0.17595
O  -0.58610  -0.90505  2.98545
S  -2.07163  -0.34120  3.33374
N  -2.32797  0.64377  2.15498

Atomic partial charges in e from the Löwdin method, atoms 1 to 5: Ti 0.97; C -0.15; C -0.09; C -0.07; C -0.07